# 1
The following is a quantum chemistry calculation of a single C4H6O2 molecule in a non-equilibrium geometry, from OMol25.

total energy	-8335.327	eV
ΔE to the lowest compared entry with this formula, charge and spin	5.1344	eV
E_LUMO (alpha / beta)	-1.2 / -1.7	eV
charge	0

Each line ends with the Mulliken charge.
Atoms and positions in Å:
O (-1.3591, -2.2096, 0.3624)  -0.46
C (-0.7563, -1.5335, 1.1689)  -0.08
C (-0.0248, -0.3109, 0.6891)  -0.40
C (-0.3382, 0.1593, -0.6524)  -0.29
C (0.8522, 1.2085, -0.8120)  -0.39
O (0.6191, 1.8314, 0.3657)  -0.39
H (-0.6252, -1.8917, 2.2056)  0.34
H (0.9199, -0.1089, 1.1883)  0.40
H (-1.0980, 0.9395, -0.5593)  0.23
H (-0.7235, -0.6190, -1.3280)  0.41
H (0.6718, 1.7753, -1.7454)  0.33
H (1.8622, 0.7596, -0.8829)  0.29


# 2
The following is a quantum chemistry calculation of a molecular structure, C4H6O2, from OMol25.

total energy	-8338.485	eV
ΔE to the lowest compared entry with this formula, charge and spin	1.9757	eV
E_LUMO	0.9	eV
charge	0

Each line ends with the Mulliken charge.
Atoms and positions in Å:
O (-0.9764, 1.0287, -2.2570)  -0.46
C (-0.7924, 0.9037, -1.0734)  -0.24
C (0.2651, -0.0095, -0.4890)  0.25
C (0.8707, 0.4112, 0.8635)  -0.46
O (0.2025, -0.6437, 1.5645)  -0.39
C (-0.3305, -1.1689, 0.3457)  -0.43
H (-1.3998, 1.4459, -0.3134)  0.34
H (0.9739, -0.3025, -1.2658)  0.37
H (1.9618, 0.3175, 0.9261)  0.24
H (0.5729, 1.4016, 1.2316)  0.28
H (-1.4260, -1.2267, 0.3642)  0.29
H (0.0781, -2.1573, 0.1030)  0.23


# 3
The following is a quantum chemistry calculation of a single C4H6O2 molecule, from OMol25.

total energy	-8336.514	eV
ΔE to the lowest compared entry with this formula, charge and spin	3.9470	eV
E_LUMO (alpha / beta)	0.9 / 0.9	eV
charge	0

Each line ends with the Mulliken charge.
Atoms and positions in Å:
C (1.1457, 0.0468, 0.0628)  -0.28
C (0.0954, -0.9493, 0.5620)  -0.48
O (-0.9752, -0.1794, 1.1401)  -0.36
C (-1.5650, 0.5323, 0.1727)  0.01
O (-0.8960, 0.9648, -0.8283)  -0.25
C (0.4564, 0.9073, -0.9474)  -0.45
H (2.0159, -0.4638, -0.3686)  0.33
H (1.5153, 0.6165, 0.9294)  0.20
H (0.4293, -1.6546, 1.3202)  0.31
H (-0.3440, -1.4946, -0.2794)  0.30
H (-2.6220, 0.7370, 0.2265)  0.41
H (0.7440, 0.9370, -1.9900)  0.27


# 4
The following is a quantum chemistry calculation of a molecular structure, C4H6O2 in a non-equilibrium geometry, from OMol25.

total energy	-8336.654	eV
ΔE to the lowest compared entry with this formula, charge and spin	3.8071	eV
E_LUMO	1.2	eV
charge	0

Each line ends with the Mulliken charge.
Atoms and positions in Å:
O (-0.6634, -1.4765, 3.0675)  -0.18
C (-1.0871, -1.0323, 2.1159)  0.16
C (0.7643, -0.7261, -0.2919)  -0.26
C (0.1260, -0.0088, -1.2174)  -0.58
C (0.8054, 1.1923, -0.6166)  -0.08
O (1.4326, 0.2937, 0.3567)  -0.37
H (-2.1780, 0.5134, 0.5460)  -0.04
H (0.8871, -1.7554, 0.0299)  0.49
H (-2.1243, 0.7420, -0.1560)  0.04
H (-0.5506, -0.1908, -2.0345)  0.37
H (0.1989, 1.9417, -0.1000)  0.23
H (1.5665, 1.6747, -1.2353)  0.22


# 5
The following is a quantum chemistry calculation of a single C4H6O2 molecule in a non-equilibrium geometry, from OMol25.

total energy	-8338.342	eV
ΔE to the lowest compared entry with this formula, charge and spin	2.1191	eV
E_LUMO	-0.9	eV
charge	0

Each line ends with the Mulliken charge.
Atoms and positions in Å:
C (-2.3344, 0.0265, -0.0176)  0.41
C (-0.7708, -0.0028, -0.1671)  0.99
C (-0.0225, 1.2584, -0.2094)  -1.18
C (-0.1053, -1.2587, 0.1928)  -1.16
O (-3.1611, -0.1892, -0.8463)  -0.59
O (-2.3001, 0.2865, 1.2115)  -0.52
H (0.9685, 1.1859, 0.2416)  0.35
H (-0.5876, 2.0489, 0.2838)  0.36
H (0.0754, 1.5646, -1.2565)  0.32
H (0.8454, -1.1202, 0.7072)  0.36
H (0.0731, -1.7792, -0.7558)  0.32
H (-0.7594, -1.9082, 0.7735)  0.34


# 6
The following is a quantum chemistry calculation of 2 unconnected molecules or ions with the total composition C4H6O2 in a non-equilibrium geometry, from OMol25.

total energy	-8333.176	eV
ΔE to the lowest compared entry with this formula, charge and spin	7.2854	eV
E_LUMO (alpha / beta)	0.4 / -0.3	eV
charge	0

Each line ends with the Mulliken charge.
Atoms and positions in Å:
C (-0.9872, 1.2593, -0.1542)  -0.42
C (-0.2814, 0.2576, 0.3407)  -0.16
C (-1.6830, -0.0185, 0.3193)  -0.10
C (2.2171, -0.2848, 0.5642)  -0.25
O (-2.1960, -0.7497, -0.8048)  -0.53
O (2.4041, -0.5777, -0.7499)  -0.42
H (-1.1076, 2.1617, -0.7308)  0.35
H (-2.4759, 0.0785, 1.0435)  0.30
H (2.1192, -1.2858, 1.1403)  0.28
H (2.4494, 0.6788, 1.0706)  0.30
H (-2.5899, -1.6089, -0.6546)  0.29
H (2.1312, 0.0894, -1.3844)  0.37


# 7
The following is a quantum chemistry calculation of a single C4H6O2 molecule in a non-equilibrium geometry, from OMol25.

total energy	-8337.440	eV
ΔE to the lowest compared entry with this formula, charge and spin	3.0211	eV
E_LUMO	0.7	eV
charge	0

Each line ends with the Mulliken charge.
Atoms and positions in Å:
C (-0.4044, 1.1081, -0.5412)  -1.00
C (0.6074, 0.3495, 0.3317)  0.08
C (0.0028, -0.9224, 0.9090)  -0.51
O (-0.7930, -1.5108, -0.1013)  -0.51
C (0.7482, 0.1679, -1.0996)  0.61
O (1.4273, -0.1553, -2.0298)  -0.49
H (-1.4188, -0.7986, -0.3158)  0.29
H (-1.4602, 1.0807, -0.2208)  0.28
H (-0.2451, 2.1454, -0.8091)  0.26
H (1.3440, 0.8887, 0.9097)  0.39
H (-0.5984, -0.7183, 1.8044)  0.28
H (0.7901, -1.6348, 1.1628)  0.32


# 8
The following is a quantum chemistry calculation of a molecular structure, C4H6O2 in a non-equilibrium geometry, from OMol25.

total energy	-8334.032	eV
ΔE to the lowest compared entry with this formula, charge and spin	6.4289	eV
E_LUMO (alpha / beta)	-1.4 / -0.7	eV
charge	0

Each line ends with the Mulliken charge.
Atoms and positions in Å:
C (-1.3870, -0.4470, -0.3381)  -1.23
C (0.0815, -0.1548, -0.5605)  0.26
C (0.7389, 1.0432, 0.1020)  -0.17
O (0.5490, 1.3846, 1.3822)  -0.35
C (1.0974, -0.5418, 0.4372)  -0.26
O (0.6236, -0.3681, 1.6690)  -0.38
H (-1.6256, -1.4521, -0.7039)  0.33
H (-1.6221, -0.3987, 0.7268)  0.30
H (-2.0133, 0.2750, -0.8704)  0.34
H (0.4258, -0.2142, -1.5930)  0.36
H (1.0555, 1.8655, -0.5438)  0.40
H (2.0763, -0.9916, 0.2925)  0.38